No. 1
97
Properties=species:S:1:pos:R:3:mulliken_charge:R:1 method="wB97M-V/def2-TZVPD" e_homo_ev=-10.0022 orbital_gap_ha=0.2242 charge=+1
Au 0.735 0.250 0.727 0.380
O 3.195 0.979 -0.884 -0.748
C 2.233 0.919 -1.639 0.380
O 1.051 0.486 -1.251 -0.696
C 2.277 1.432 -3.037 -0.169
C 1.195 1.314 -3.898 0.422
C 1.205 1.897 -5.166 -1.368
C 2.333 2.601 -5.512 1.203
O 2.583 3.271 -6.667 -0.526
C 3.888 3.840 -6.528 -0.378
O 4.396 3.462 -5.252 -0.511
C 3.422 2.713 -4.656 1.057
C 3.432 2.139 -3.415 -1.491
H 0.326 0.757 -3.576 0.293
H 0.367 1.805 -5.843 0.497
H 3.811 4.928 -6.581 0.297
H 4.536 3.441 -7.310 0.285
H 4.268 2.232 -2.737 0.547
N -1.569 -1.204 2.467 -0.244
C -0.560 -0.832 3.264 0.719
C -0.614 -1.093 4.653 -0.830
C 0.426 -0.727 5.455 -0.344
C 1.550 -0.104 4.891 -0.848
C 1.547 0.126 3.547 -0.198
N 0.511 -0.203 2.733 -0.189
H -2.375 -1.642 2.875 0.255
H -1.601 -0.952 1.485 0.230
H -1.489 -1.588 5.052 0.412
H 0.386 -0.924 6.518 0.432
H 2.404 0.181 5.486 0.489
H 2.389 0.594 3.057 0.473
Br -2.921 3.109 -2.877 0.009
C -2.388 1.363 -3.379 1.374
C -2.548 1.054 -4.723 -0.812
C -2.235 -0.211 -5.190 -0.560
C -1.786 -1.188 -4.312 -0.736
C -1.643 -0.883 -2.973 -0.877
C -1.918 0.399 -2.488 -0.229
C -1.633 0.579 -1.040 -0.519
O -1.229 1.803 -0.697 1.364
O -1.740 -0.341 -0.256 -0.630
H -2.927 1.809 -5.397 0.456
H -2.355 -0.434 -6.241 0.432
H -1.547 -2.179 -4.669 0.429
H -1.284 -1.626 -2.276 0.449
C -0.479 4.077 -0.382 -1.024
C 0.622 3.950 -1.422 -0.012
As 1.054 5.560 -2.486 0.433
C -0.777 6.174 -2.793 0.234
C -1.581 6.761 -1.819 0.076
C -2.885 7.130 -2.111 -0.803
C -3.400 6.922 -3.384 -0.492
C -2.605 6.350 -4.365 -0.654
C -1.299 5.983 -4.069 -0.499
C 1.542 6.784 -1.044 -0.364
C 1.411 8.152 -1.289 -0.614
C 1.840 9.083 -0.358 -0.639
C 2.420 8.660 0.831 -0.681
C 2.563 7.304 1.079 -0.565
C 2.124 6.369 0.149 0.354
P -0.520 2.566 0.629 1.838
C -1.912 2.445 1.768 1.040
C -3.199 2.629 1.260 -0.822
C -4.293 2.555 2.106 -0.657
C -4.115 2.285 3.456 -0.832
C -2.837 2.098 3.964 -0.907
C -1.739 2.186 3.125 -0.179
C 0.947 3.067 1.674 1.739
C 2.276 2.728 1.473 -0.981
C 3.272 3.330 2.235 -0.230
C 2.948 4.268 3.199 -0.975
C 1.623 4.648 3.368 -1.128
C 0.627 4.071 2.599 -0.972
H -1.450 4.199 -0.857 0.536
H -0.300 4.919 0.291 0.930
H 0.346 3.199 -2.162 -0.604
H 1.568 3.620 -0.981 0.217
H -1.182 6.953 -0.829 0.405
H -3.498 7.593 -1.348 0.440
H -4.416 7.217 -3.614 0.408
H -2.995 6.198 -5.362 0.434
H -0.681 5.541 -4.843 0.402
H 0.965 8.496 -2.215 0.445
H 1.727 10.139 -0.563 0.406
H 2.762 9.385 1.558 0.396
H 3.027 6.968 1.998 0.399
H 2.256 5.313 0.365 0.389
H -3.352 2.831 0.207 0.244
H -5.287 2.707 1.707 0.492
H -4.973 2.226 4.112 0.413
H -2.693 1.889 5.016 0.506
H -0.749 2.044 3.535 0.427
H 2.572 2.026 0.699 -0.072
H 4.305 3.060 2.058 0.456
H 3.723 4.726 3.799 0.522
H 1.358 5.409 4.090 0.452
H -0.391 4.413 2.726 0.691

---

No. 2
95
Properties=species:S:1:pos:R:3:lowdin_spin:R:1 method="wB97M-V/def2-TZVPD" multiplicity=3 s2=2.031 e_homo_ev="-5.1368 / -6.5806" orbital_gap_ha="0.1530 / 0.2027"
Ti 0.709 1.310 -0.147 0.895
C 4.007 1.395 0.944 0.005
C 3.136 2.551 1.328 0.018
C 3.700 3.713 1.818 0.089
C 2.881 4.817 2.078 0.046
C 1.527 4.700 1.898 0.051
C 0.984 3.466 1.481 0.088
N 1.810 2.418 1.161 0.105
C -0.420 3.183 1.481 0.136
C -1.400 4.142 1.813 0.040
C -2.691 3.746 2.051 0.069
C -2.992 2.377 1.979 0.092
C -2.013 1.489 1.561 0.025
N -0.765 1.867 1.246 0.142
C -2.386 0.060 1.524 0.000
C -3.598 -0.335 0.954 0.003
C -3.972 -1.662 1.054 0.000
C -3.159 -2.529 1.761 0.001
C -1.970 -2.049 2.306 0.000
C -1.075 -2.928 3.122 0.000
N -1.594 -0.786 2.171 0.001
H 4.325 0.846 1.830 0.000
H 3.470 0.722 0.271 0.003
H 4.897 1.757 0.438 0.000
H 4.767 3.781 1.940 0.005
H 3.312 5.747 2.410 0.001
H 0.881 5.541 2.085 0.003
H -1.131 5.184 1.884 0.002
H -3.458 4.460 2.307 0.003
H -3.976 2.015 2.240 0.005
H -4.223 0.380 0.443 0.001
H -4.893 -2.010 0.608 0.000
H -3.447 -3.560 1.899 0.000
H -1.617 -3.311 3.988 0.000
H -0.727 -3.775 2.533 0.000
H -0.217 -2.354 3.459 0.000
C -0.675 3.989 -1.819 0.003
N -0.833 2.532 -1.690 0.006
C -2.239 2.324 -1.332 0.001
C -0.551 1.901 -3.005 0.002
C 0.386 0.710 -3.017 0.002
C 0.613 0.129 -4.261 0.001
C 1.593 -0.832 -4.419 0.001
C 2.350 -1.213 -3.325 0.001
C 2.095 -0.658 -2.083 0.003
C 1.105 0.309 -1.885 -0.001
H -1.418 4.392 -2.520 0.000
H 0.316 4.245 -2.180 0.000
H -0.827 4.465 -0.848 0.002
H -2.894 2.502 -2.198 0.000
H -2.532 3.032 -0.559 0.001
H -2.388 1.318 -0.959 0.000
H -0.087 2.654 -3.654 0.000
H -1.492 1.613 -3.494 0.000
H 0.041 0.462 -5.118 0.000
H 1.789 -1.255 -5.394 0.000
H 3.156 -1.925 -3.441 0.000
H 2.726 -0.964 -1.247 0.001
S 3.805 0.195 4.321 -0.001
C 4.983 -0.510 5.357 -0.007
C 5.113 -1.846 5.147 0.000
C 4.265 -2.323 4.130 -0.007
C 3.486 -1.345 3.559 0.002
C 2.573 -1.478 2.452 -0.003
C 1.802 -0.416 1.988 0.051
N 1.009 -0.445 0.909 -0.010
C 0.754 -1.688 0.366 0.029
C 1.527 -2.822 0.749 -0.001
C 1.324 -4.075 0.092 0.007
C 0.360 -4.225 -0.838 -0.009
C -0.486 -3.136 -1.187 0.007
C -1.485 -3.284 -2.139 -0.005
C -2.292 -2.195 -2.458 0.010
C -2.029 -1.000 -1.764 -0.002
N -1.080 -0.798 -0.889 0.013
C -0.283 -1.859 -0.576 -0.003
C -3.326 -2.231 -3.453 -0.001
C -3.832 -3.304 -4.141 0.004
C -4.828 -2.954 -5.074 0.000
C -5.082 -1.619 -5.099 0.004
S -4.107 -0.759 -3.972 0.001
C 2.477 -2.697 1.749 0.054
H 5.504 0.118 6.051 0.000
H 5.793 -2.470 5.698 0.000
H 4.237 -3.355 3.835 0.000
H 1.848 0.525 2.530 0.003
H 1.963 -4.900 0.371 0.000
H 0.208 -5.171 -1.337 -0.001
H -1.613 -4.236 -2.632 0.000
H -2.682 -0.169 -1.987 0.000
H -3.503 -4.315 -3.974 0.000
H -5.331 -3.667 -5.704 0.000
H -5.780 -1.076 -5.707 0.000
H 3.107 -3.536 1.995 0.003
I 2.688 2.970 -1.835 0.009

---

Table of DFT total energy (Ha), in record order: -7623.9273; -4048.4484